This record from the OMol25 dataset describes a cluster of 12 separate species, C30H84O12 in total in a non-equilibrium geometry. The level of theory is the ωB97M-V functional and the def2-TZVPD basis.

structure (SMILES): CC(C)O.CC(C)O.CC(C)O.CC(C)O.CC(C)O.CC(C)O.CC(C)O.CC(C)O.CCO.CCO.CCO.O
DFT total energy: -2096.219497 Ha
E_HOMO: -9.22 eV

Each line ends with the Löwdin charge.
Cartesian coordinates (Å):
H  -2.583809  0.564244  -2.501713  0.07
H  2.297451  4.657804  -5.899243  0.08
H  4.725281  1.039014  -2.813413  0.10
H  3.114531  -1.556776  5.077557  0.07
H  0.724541  -0.924916  -6.307393  0.07
C  -4.516969  -0.325586  -2.355713  -0.44
H  0.185011  -2.616676  -3.267463  0.00
H  2.540081  -4.619636  2.640077  0.08
C  1.819051  3.028224  3.570677  -0.06
O  3.398381  -4.347806  5.087217  -0.07
H  -4.598929  -3.911046  2.028307  0.08
C  -4.304419  -3.352616  1.139757  -0.04
O  -2.475379  -2.579816  -0.039123  -0.09
O  -4.063749  1.627964  0.576307  -0.08
H  -0.641209  3.402524  0.526037  0.06
H  -5.845279  -0.239996  1.263407  0.06
C  4.368451  2.026574  -0.958923  -0.05
C  -3.107719  -0.226926  -3.038043  -0.03
H  -3.231669  -0.022776  -4.101553  0.08
H  -1.230299  4.474274  -1.863813  0.14
H  1.415651  1.499714  5.013807  0.13
C  4.009311  -2.818106  -1.034813  -0.04
C  0.033151  4.004844  -0.082673  -0.04
H  -2.206169  6.617834  -0.952223  0.08
H  3.515961  2.788914  -4.150123  0.09
O  2.842241  3.881594  -5.749893  -0.08
C  -0.123529  0.226094  -0.722313  -0.02
H  4.899141  -3.435376  -1.158373  0.09
H  -1.223349  -2.896066  -1.181133  -0.01
C  1.811421  -4.235206  3.353787  -0.06
H  2.164781  -4.908406  -1.946053  0.08
H  0.567361  3.948744  -4.212503  0.07
H  -0.123229  -0.821926  -1.021913  0.07
H  1.588911  -3.184036  5.262287  0.13
H  2.045521  4.093914  3.537137  0.09
C  2.792121  3.572164  -4.375223  -0.30
H  -5.519019  1.362054  -3.354923  0.08
H  -3.661539  0.268704  2.120057  0.14
H  -0.016319  -1.317476  1.676117  0.07
C  -1.707899  5.881894  -0.321183  -0.07
C  2.602201  -4.981236  -0.950333  -0.03
C  2.911821  -3.598916  -0.369433  -0.51
H  2.968551  -5.081016  5.533597  0.08
H  -1.971909  -4.711416  2.361917  0.07
H  -5.116579  -1.098136  -2.837113  0.14
H  1.900381  -2.062486  0.084927  0.05
H  -3.133799  -1.948306  -0.337903  0.04
H  3.679911  3.434204  5.621377  0.08
H  3.072481  4.416234  -3.745103  0.10
O  0.265981  5.833914  -1.585543  -0.07
H  -4.795689  3.089754  2.678537  0.08
H  0.561351  2.789744  6.430267  0.09
H  5.432231  2.158534  -0.761303  0.07
C  3.077551  -2.168986  4.176487  -0.04
H  0.984261  2.396634  -4.780313  0.07
C  4.190841  0.771764  -1.901793  -0.28
H  4.102491  -2.331596  3.843057  0.08
H  -1.216479  6.413954  0.493387  0.08
C  0.133981  -0.238876  1.722127  -0.04
C  -4.303339  1.116064  1.878857  -0.47
C  0.838941  0.340684  0.491677  -0.44
O  2.124761  -0.274706  0.300677  -0.07
H  -5.980729  0.161294  2.932937  0.08
H  -0.761039  0.324604  1.985827  0.08
C  -4.047319  2.306774  2.800977  -0.05
C  1.826081  2.508234  4.963397  -0.54
H  0.221261  -3.330756  -1.307773  0.00
O  -0.602349  -3.290026  -1.793823  -0.06
H  -2.210279  -5.161686  0.721557  0.09
C  -0.734969  4.987044  -1.039303  -0.46
H  1.260881  2.785484  -3.064453  0.04
H  -2.619959  -1.192776  -2.906433  0.07
O  1.715371  -2.940066  -0.257433  -0.06
H  -6.524349  1.322544  1.787817  0.08
H  -4.540989  -3.937146  0.250687  0.10
C  -5.735899  0.590174  1.961237  -0.05
O  0.648291  -2.411976  -4.082983  -0.12
H  -4.670939  2.352174  0.407647  0.09
H  -6.211849  0.880674  -1.842043  0.08
H  -2.466249  5.290244  0.191597  0.07
C  -0.365789  -2.401676  -5.109923  -0.30
H  0.814711  2.974474  3.150547  0.07
H  1.040261  1.378614  0.756767  0.11
H  -2.520259  -2.446766  2.063447  0.13
H  2.566721  2.510544  2.969757  0.08
H  -0.849729  -4.181576  1.198617  0.06
H  4.309251  -1.994476  -0.386923  0.07
H  3.880181  1.755754  5.076337  0.08
H  1.881981  -5.519006  -0.333733  0.08
H  2.480191  -1.741016  3.371437  0.06
C  1.315921  3.166914  -4.084053  -0.07
C  3.215791  2.448354  5.593057  -0.05
H  3.493161  -5.579166  -1.142053  0.08
H  3.948341  2.897234  -1.462463  0.07
H  -0.478089  -1.945566  -7.145353  0.07
H  -4.083129  1.976834  3.839227  0.08
C  -1.921049  -4.317136  1.346997  -0.05
H  -4.674479  1.828404  -1.877593  0.06
O  2.811821  0.681484  -2.210843  -0.10
H  4.665221  -0.105936  -1.462813  0.09
H  1.133041  -3.582436  2.804447  0.06
C  0.290101  -1.922476  -6.372403  -0.10
C  2.365231  -3.472296  4.553527  -0.45
H  3.224071  -3.664816  0.672807  0.12
H  0.647461  3.300404  -0.643473  0.06
H  1.231741  -5.101506  3.672507  0.08
H  3.039101  2.160574  6.629427  0.08
H  3.783921  -2.303896  -1.969103  0.08
H  -4.896669  -2.438516  1.097607  0.06
H  -0.706579  -3.426986  -5.253823  0.11
C  -2.812619  -3.080546  1.226227  -0.47
H  2.700211  0.036894  -2.913433  0.11
H  0.821761  -0.131266  2.560857  0.06
H  -1.126209  0.525074  -0.416793  0.07
O  0.966731  3.310934  5.733397  -0.04
H  1.118611  -2.502146  -6.779413  0.07
H  0.683981  4.470714  0.657247  0.07
H  0.323871  0.792824  -1.538863  0.06
H  -4.132749  0.000444  -0.500513  0.05
C  -5.258899  1.037344  -2.347453  -0.04
O  -4.310179  -0.772336  -1.041733  -0.08
H  -1.153599  -1.763036  -4.710443  0.09
H  3.903011  1.846614  0.010137  0.06
H  2.386031  0.134534  -0.527483  0.03
H  -3.080229  2.772794  2.612107  0.07
H  0.775021  6.250244  -0.886153  0.08

Forces on atoms 1 to 3 (eV/Å):
H 0.3395 -0.0241 -0.3038
H -0.0356 0.0342 -0.0031
H 0.2073 -0.2878 -0.1659